A structure of composition C3H8CuO2 in a non-equilibrium geometry, computed with wB97M-V/def2-TZVPD.

Structure (XYZ):
```
14
Properties=species:S:1:pos:R:3:forces:R:3
C 1.0554 -1.1784 0.6403 -0.28 0.22 0.39
C 0.8257 -0.4975 -0.6982 0.09 0.09 -0.38
O 0.0271 0.6896 -0.5066 -0.06 -0.03 1.00
C -0.8719 0.9747 -1.5438 -0.34 -0.03 -0.42
Cu -0.1567 -0.1996 1.9112 0.94 -0.29 -1.60
H 0.7750 -2.2427 0.5652 0.29 0.37 0.23
H 2.1097 -1.0720 0.9475 -0.44 -0.25 0.02
H 0.2981 -1.1618 -1.4044 0.16 0.20 0.19
H 1.7577 -0.1434 -1.1690 -0.18 -0.32 0.02
H -1.3209 1.9593 -1.3578 0.22 -0.27 -0.05
H -0.3560 0.9744 -2.5191 -0.16 0.11 0.23
O -1.2663 0.4234 3.1164 -0.47 0.01 0.48
H -1.1973 1.2486 3.5944 0.10 0.07 -0.04
H -1.6797 0.2254 -1.5761 0.14 0.13 -0.07
```
Forces are in eV/Å.

## Properties
**Net charge**: 0
**Energy**: -51972.532 eV
**Largest force on an atom**: 1.9 eV Å⁻¹
**Spin multiplicity**: 2
**Orbital gap (spin up / spin down)**: 0.380 / 0.279 Ha
**Expectation value of S²**: 0.754

---

A structure of composition C3H8EuO3 in a non-equilibrium geometry, computed with wB97M-V/def2-TZVPD.

Structure (XYZ):
```
15
Properties=species:S:1:pos:R:3:forces:R:3
O -1.2007 -2.0374 0.5510 0.76 0.17 -0.24
C -2.1485 -1.0210 0.6266 -1.01 0.49 0.29
C -1.7958 0.2668 -0.1230 0.02 0.07 -0.26
O -0.7248 1.0027 0.4312 0.19 -0.38 0.16
C 0.6108 0.5724 0.0305 -0.75 0.88 -0.09
H -2.3511 -0.7369 1.6817 0.14 -0.18 -0.35
H -3.1217 -1.3550 0.2074 0.36 -0.04 0.12
H -2.6769 0.9289 -0.0986 0.24 -0.19 0.04
H -1.5834 0.0388 -1.1859 -0.06 -0.02 0.17
H 1.2538 1.1066 0.7510 0.14 -0.17 -0.29
H 0.7769 0.9966 -0.9819 0.24 -0.11 0.15
Eu 0.8328 -1.7546 0.2234 -0.15 -0.43 0.30
H 3.5151 1.2835 -0.7172 0.53 -0.60 0.03
O 4.0565 0.5616 -0.3443 -0.56 0.25 0.17
H 4.5571 0.1470 -1.0520 -0.10 0.25 -0.19
```
Forces are in eV/Å.

## Properties
**Net charge**: 0
**Energy**: -28707.233 eV
**Largest force on an atom**: 1.2 eV Å⁻¹
**ΔE to the lowest compared entry with this formula, charge and spin**: 165.8 kJ/mol
**Spin multiplicity**: 8
**Orbital gap (spin up / spin down)**: 0.168 / 0.290 Ha
**Expectation value of S²**: 15.839

---

A cluster of 2 separate species, C3H8F2O in total in a non-equilibrium geometry, computed with wB97M-V/def2-TZVPD.

Structure (XYZ):
```
14
Properties=species:S:1:pos:R:3:forces:R:3
O 0.0026 0.4058 0.0178 0.55 1.02 -0.12
C 1.3571 0.3805 -0.3865 0.56 -0.41 -0.18
C -0.4335 1.7370 0.2084 -0.45 0.14 0.14
H 1.6475 -0.6750 -0.5212 -0.13 0.67 0.07
H 2.0165 0.8327 0.3733 -0.21 -0.03 -0.14
H 1.5059 0.9110 -1.3421 -0.10 -0.05 0.23
H 0.1493 2.2471 0.9937 -0.09 -0.15 -0.18
H -0.3612 2.3254 -0.7217 0.02 -0.17 0.19
H -1.4906 1.7022 0.5214 0.43 0.00 -0.13
F -1.6588 -3.0277 0.3562 0.00 -0.32 -0.02
F 0.3429 -2.3052 -0.2184 -0.03 -0.38 -0.01
C -0.8951 -1.9220 0.1790 -0.89 1.15 0.33
H -1.3521 -1.2626 -0.5838 0.25 -0.75 0.20
H -0.8305 -1.3491 1.1240 0.08 -0.72 -0.37
```
Forces are in eV/Å.

## Properties
**Net charge**: 0
**Energy**: -10722.066 eV
**Largest force on an atom**: 1.5 eV Å⁻¹
**ΔE to the lowest compared entry with this formula, charge and spin**: 95.1 kJ/mol
**Structure (SMILES)**: COC.FCF
**Orbital gap**: 0.410 Ha

---

A structure of composition C3H8F6N2O4PRb in a non-equilibrium geometry, computed with wB97M-V/def2-TZVPD.

Structure (XYZ):
```
25
Properties=species:S:1:pos:R:3:forces:R:3
Rb -9.3978 -19.1960 5.5527 -0.01 0.17 0.10
C -6.4165 -14.9630 6.0983 -0.16 0.07 0.22
C -6.5257 -16.3926 5.7058 1.92 1.01 0.80
O -7.3826 -17.1294 5.9772 -1.72 -1.36 0.01
N -5.2959 -17.0572 5.1168 -0.34 -0.99 -0.70
H -4.7059 -17.4243 5.8720 0.07 0.43 -0.06
H -5.6610 -17.9787 4.7087 0.42 -0.07 -0.39
C -4.5424 -16.2798 4.0858 -0.17 -0.09 0.59
H -7.4149 -14.5336 6.0053 0.13 0.24 -0.12
H -5.6147 -14.4081 5.6257 -0.21 0.09 -0.36
H -6.1899 -14.9441 7.1708 -0.11 -0.21 -0.01
H -3.8892 -15.6034 4.6269 0.15 0.14 -0.31
H -5.2757 -15.7336 3.5008 0.07 0.07 -0.09
H -3.9914 -16.9582 3.4459 0.06 -0.14 0.07
P -11.0135 -15.7163 6.8617 -1.38 1.44 0.04
F -9.4135 -15.8072 7.1024 0.24 0.01 -0.04
F -10.8934 -16.6615 5.5294 0.68 -0.49 -0.25
F -11.1796 -17.0361 7.7727 -0.12 -0.40 -0.05
F -12.6061 -15.6438 6.5632 0.34 -0.18 0.26
F -11.2172 -14.7729 8.1537 0.37 -0.30 -0.10
F -10.7749 -14.3980 5.9397 0.13 -0.36 0.01
N -5.9039 -20.5828 4.0271 -0.99 -0.73 -0.23
O -5.5468 -21.5987 3.4413 -0.04 0.85 0.56
O -6.8941 -20.6154 4.8340 0.87 0.55 -0.50
O -5.3296 -19.4697 3.7852 -0.21 0.24 0.56
```
Forces are in eV/Å.

## Properties
**Net charge**: 0
**Energy**: -40663.089 eV
**Largest force on an atom**: 2.3 eV Å⁻¹
**ΔE to the lowest compared entry with this formula, charge and spin**: 0.0 kJ/mol
**Orbital gap**: 0.314 Ha

---

A structure of composition C3H8F9KO13S3 in a non-equilibrium geometry, computed with wB97M-V/def2-TZVPD.

Structure (XYZ):
```
37
Properties=species:S:1:pos:R:3:forces:R:3
K -1.1551 -0.1184 1.1715 0.97 -0.44 -0.40
C 1.5870 3.2179 -1.4978 -0.02 -0.37 0.09
F 0.9939 3.2590 -2.6868 0.08 0.04 -0.09
F 2.3302 2.1122 -1.4170 0.02 0.23 -0.08
F 2.4010 4.2834 -1.3932 0.09 0.05 -0.07
S 0.3417 3.2398 -0.1599 0.48 -0.50 0.47
O -0.4246 4.4191 -0.3990 -0.51 0.68 -0.14
O -0.3470 1.9740 -0.3545 -0.37 -0.15 0.12
O 1.1450 3.2623 1.0574 0.04 0.14 -0.02
C -1.3024 -0.7512 -2.7643 -0.43 -0.19 0.32
F -0.9879 -1.1641 -1.5065 0.20 0.03 -0.20
F -2.4989 -1.3262 -3.0284 0.00 0.01 -0.13
F -1.5254 0.5637 -2.6747 0.04 0.19 -0.12
S -0.0368 -1.1639 -4.0448 -0.11 0.03 -0.15
O -0.6252 -0.5835 -5.2412 0.05 -0.09 0.20
O 1.1241 -0.4740 -3.5329 0.06 -0.15 -0.07
O -0.0202 -2.6096 -4.0092 0.11 0.19 -0.01
C 2.2678 -3.5547 0.2265 0.02 0.08 -0.11
F 2.2948 -3.8680 -1.0717 0.10 0.14 0.14
F 3.2930 -4.2056 0.8211 0.00 0.03 -0.14
F 2.5147 -2.2410 0.3515 0.10 -0.15 -0.06
S 0.6443 -4.0103 1.0077 0.03 -0.34 0.39
O 0.0505 -4.9351 0.0751 -0.02 -0.06 0.01
O 1.0559 -4.5802 2.2768 -0.10 0.08 -0.04
O -0.0247 -2.7282 1.1177 -0.39 0.47 0.04
O -3.1864 1.9008 -0.6231 0.00 -0.16 0.64
H -2.2169 1.7800 -0.6159 -0.08 0.35 -0.36
H -3.5626 1.0215 -0.7118 0.05 -0.05 -0.31
O -0.8349 -0.6735 4.4891 0.01 -0.11 0.05
H -1.3063 -0.5913 5.3218 -0.05 -0.04 0.02
H -1.4404 -0.2992 3.8398 0.04 0.15 0.28
O 1.4851 0.7445 2.0577 -0.27 -0.01 0.22
H 1.5577 1.6703 1.7653 -0.06 0.06 -0.17
H 2.3534 0.4850 2.3695 0.00 -0.16 -0.07
O -1.9583 1.6003 3.2012 -0.35 -0.01 0.04
H -1.3414 2.1476 3.6959 0.23 -0.04 -0.11
H -2.6447 2.1969 2.8869 0.04 0.08 -0.15
```
Forces are in eV/Å.

## Properties
**Net charge**: -2
**Energy**: -103152.495 eV
**Largest force on an atom**: 1.1 eV Å⁻¹
**ΔE to the lowest compared entry with this formula, charge and spin**: 58.6 kJ/mol
**Orbital gap**: 0.251 Ha

---

A cluster of 2 separate species, C3H8FN in total in a non-equilibrium geometry, computed with wB97M-V/def2-TZVPD.

Structure (XYZ):
```
13
Properties=species:S:1:pos:R:3:forces:R:3
C -2.5599 -0.3432 -0.8965 -0.77 -0.38 2.81
C 3.1365 0.6906 0.9826 1.18 -1.61 -1.75
C -1.1981 -0.2187 0.0224 -3.49 0.08 -5.22
N 2.1547 0.2030 0.3107 1.49 1.45 1.11
F -0.2224 -0.2174 -0.9309 1.07 0.74 -0.50
H -2.9152 -1.3296 -1.2729 0.50 0.52 0.60
H -3.3901 0.1542 -0.2400 1.14 -1.07 -1.38
H -2.4028 0.2810 -1.7644 0.26 0.31 -0.02
H 3.9780 0.1439 1.4414 -0.87 -0.90 0.52
H -0.8571 -0.8742 0.7047 0.11 -2.71 2.54
H 3.6109 1.6324 0.8002 -1.24 1.57 -0.04
H -1.4840 0.6815 0.4431 0.91 2.40 1.01
H 2.1494 -0.8034 0.3994 -0.29 -0.42 0.33
```
Forces are in eV/Å.

## Properties
**Net charge**: 0
**Energy**: -7445.628 eV
**Largest force on an atom**: 6.3 eV Å⁻¹
**ΔE to the lowest compared entry with this formula, charge and spin**: 246.7 kJ/mol
**Structure (SMILES)**: C=N.CCF
**Orbital gap**: 0.409 Ha

---

The ion C3H8FN2 with charge +1 in a non-equilibrium geometry, computed with wB97M-V/def2-TZVPD.

Structure (XYZ):
```
14
Properties=species:S:1:pos:R:3:forces:R:3
C -0.2692 0.6239 -0.3170 4.06 -0.35 0.78
C 2.2052 -0.0741 -0.0770 0.63 0.40 3.22
C -2.2702 -0.5414 0.2802 -0.19 1.80 1.15
N 1.0696 0.7511 -0.3989 -0.67 3.75 -2.08
N -0.7844 -0.4701 0.1431 -2.76 -0.40 0.63
F -1.0021 1.6592 -0.6397 0.58 -1.02 -0.04
H 2.9901 0.2427 -0.6880 1.11 0.32 -1.28
H 2.6011 0.2077 0.9660 -0.85 -0.57 -1.21
H 2.1615 -1.1375 -0.1335 -0.79 -0.71 -0.23
H -2.5673 -1.4008 -0.2515 -0.71 -0.83 -0.72
H -2.7791 0.4260 -0.1175 0.93 -1.99 0.87
H -2.4534 -0.7128 1.3758 -0.23 0.43 -1.11
H 1.4590 1.6840 -0.8127 -1.71 -2.11 1.06
H -0.3609 -1.2577 0.6707 0.61 1.30 -1.02
```
Forces are in eV/Å.

## Properties
**Net charge**: +1
**Energy**: -8931.026 eV
**Largest force on an atom**: 4.3 eV Å⁻¹
**ΔE to the lowest compared entry with this formula, charge and spin**: 126.4 kJ/mol
**Structure (SMILES)**: CN/C(F)=[NH+]/C
**Orbital gap**: 0.430 Ha

---

A structure of composition C3H8FN3O6S2 in a non-equilibrium geometry, computed with wB97M-V/def2-TZVPD.

Structure (XYZ):
```
23
Properties=species:S:1:pos:R:3:forces:R:3
C 1.4895 -0.0028 0.4619 -0.08 0.33 0.36
S 1.7144 1.0845 -0.9580 0.92 -0.61 -0.52
O 1.0428 0.4102 -2.0352 -0.90 -0.21 -0.01
O 3.1316 1.1586 -1.1360 0.57 0.66 0.56
N 1.0992 2.4833 -0.4939 -0.76 -1.01 -0.29
S -0.4667 2.6328 -0.7800 0.08 1.54 -0.69
O -0.9112 3.8330 -0.1434 -0.13 0.07 0.90
O -0.9067 2.4925 -2.1279 0.11 -0.63 -0.36
C -1.3065 1.3200 0.2124 0.51 0.13 0.53
O -0.9297 1.1221 1.3367 -0.56 0.16 0.06
N -2.4191 0.5866 -0.2897 0.14 0.57 -0.22
C -2.1536 -0.4350 -1.1747 -0.48 -1.61 -0.08
O -2.3418 -1.6071 -0.9395 0.05 0.68 0.19
F -1.7031 -0.0612 -2.3240 0.21 0.37 -0.46
H 0.5063 -0.4507 0.3832 -0.04 -0.22 -0.02
H 1.5291 0.6079 1.3545 0.04 0.06 0.24
H 2.2920 -0.7239 0.4711 0.36 -0.28 -0.29
H -2.9901 0.2538 0.4701 0.11 -0.27 0.33
N 0.6648 -2.9451 1.5459 -0.03 -0.01 0.06
H 1.0538 -2.0935 1.9648 -0.03 0.10 -0.14
H 1.2034 -3.1770 0.7078 -0.03 0.10 -0.05
H 0.7114 -3.7167 2.2121 -0.02 -0.01 -0.01
H -0.3100 -2.7723 1.2820 -0.03 0.09 -0.11
```
Forces are in eV/Å.

## Properties
**Net charge**: 0
**Energy**: -44380.531 eV
**Largest force on an atom**: 1.7 eV Å⁻¹
**ΔE to the lowest compared entry with this formula, charge and spin**: 0.0 kJ/mol
**Orbital gap**: 0.266 Ha

---

A cluster of 2 separate species, C3H8I2NO in total in a non-equilibrium geometry, computed with wB97M-V/def2-TZVPD.

Structure (XYZ):
```
15
Properties=species:S:1:pos:R:3:forces:R:3
C -1.2334 -1.4583 0.7386 -0.79 0.43 0.49
C 1.6149 1.9789 -0.2976 1.13 1.35 0.49
C -0.1903 0.5478 -0.9169 -2.04 -0.83 2.41
N 0.9809 0.9734 -1.0932 1.12 0.92 -2.25
O -0.6863 -0.1737 -1.8567 1.40 1.05 -1.12
I -0.1329 -2.8278 1.9002 0.53 0.80 -0.56
I 1.6117 1.5572 1.8086 0.04 -0.08 -0.31
H -1.9220 -2.1263 0.2072 0.04 0.03 -0.01
H -1.8631 -0.8403 1.4454 0.74 -0.75 -0.37
H 2.6470 1.9515 -0.6651 -0.18 0.47 0.56
H 1.1950 3.0285 -0.3549 0.29 -1.45 -0.39
H -0.6249 0.7840 0.0881 -0.28 -0.46 -1.32
H 1.2910 0.8201 -2.0706 0.49 0.08 0.88
H -1.1712 -3.6591 2.7508 -0.66 -0.64 0.66
H -1.5165 -0.5558 -1.6841 -1.84 -0.91 0.83
```
Forces are in eV/Å.

## Properties
**Net charge**: +1
**Energy**: -22968.569 eV
**Largest force on an atom**: 3.3 eV Å⁻¹
**ΔE to the lowest compared entry with this formula, charge and spin**: 372.0 kJ/mol
**Orbital gap**: 0.307 Ha

---

A cluster of 2 separate species, C3H8I2Si in total in a non-equilibrium geometry, computed with wB97M-V/def2-TZVPD.

Structure (XYZ):
```
14
Properties=species:S:1:pos:R:3:forces:R:3
C -0.9463 2.3700 0.3635 -0.44 3.31 -1.75
C 0.6119 -3.3605 -0.1518 -0.14 2.11 -1.64
C -0.7340 3.5734 -0.2047 1.90 -0.78 -1.15
Si 0.7570 -1.5143 0.2165 -0.29 0.20 -1.07
I -0.5223 -0.8402 2.1810 0.25 -0.11 -0.12
I -0.0642 -0.2793 -1.8246 0.24 -0.60 0.37
H 2.1751 -1.0650 0.1822 -0.30 -0.09 0.50
H -1.3591 1.6974 -0.3259 -0.10 -1.62 -0.11
H -0.9346 2.2885 1.3990 -0.21 -0.57 1.61
H 0.4011 -3.9104 0.7176 -0.24 -1.00 0.88
H -0.0837 -3.4882 -1.0059 0.10 -0.14 0.83
H 1.5967 -3.5056 -0.5661 0.51 -0.70 0.04
H -0.5138 3.5877 -1.3394 -1.05 0.31 1.83
H -0.3838 4.4466 0.3587 -0.24 -0.31 -0.21
```
Forces are in eV/Å.

## Properties
**Net charge**: 0
**Energy**: -27320.203 eV
**Largest force on an atom**: 3.8 eV Å⁻¹
**ΔE to the lowest compared entry with this formula, charge and spin**: 103.0 kJ/mol
**Structure (SMILES)**: C[SiH](I)I.C=C
**Orbital gap**: 0.351 Ha

---

The ion C3H8IN2 with charge +1 in a non-equilibrium geometry, computed with wB97M-V/def2-TZVPD.

Structure (XYZ):
```
14
Properties=species:S:1:pos:R:3:forces:R:3
C 1.3361 0.9100 0.3211 -0.23 -1.07 -0.26
C 0.0502 0.2584 0.5688 -1.60 -0.07 0.81
C -0.1410 -1.2299 0.4229 -0.91 -0.71 -0.61
N -1.4642 -1.5690 -0.0261 2.31 6.72 0.99
N 0.3024 1.1618 -0.7201 0.75 0.32 -1.18
I 0.3754 -2.0331 2.4254 0.03 0.34 -0.17
H 1.6888 1.7848 0.7986 0.19 0.56 0.73
H 2.0795 0.2007 -0.0281 0.25 0.31 0.09
H -0.7754 0.5656 1.2788 1.29 0.85 -1.05
H 0.6290 -1.6742 -0.1827 0.14 -0.27 -0.36
H -1.7348 -2.4363 -0.1577 -1.12 -5.29 -0.60
H -2.1836 -0.9825 0.3900 0.11 -0.43 -0.09
H 0.0600 2.1548 -0.8666 -0.49 -0.66 0.86
H 0.6015 0.8337 -1.6562 -0.71 -0.60 0.81
```
Forces are in eV/Å.

## Properties
**Net charge**: +1
**Energy**: -14313.159 eV
**Largest force on an atom**: 7.2 eV Å⁻¹
**ΔE to the lowest compared entry with this formula, charge and spin**: 123.5 kJ/mol
**Structure (SMILES)**: N[C@H](I)[C@H]1C[NH2+]1
**Orbital gap**: 0.337 Ha

---

A structure of composition C3H8INOS in a non-equilibrium geometry, computed with wB97M-V/def2-TZVPD.

Structure (XYZ):
```
15
Properties=species:S:1:pos:R:3:forces:R:3
C 1.5173 0.6162 -0.1067 -2.00 -2.37 3.65
C -1.0015 -0.7185 -1.8119 3.41 -2.70 -0.28
C 0.6126 -0.6087 -0.0202 -2.21 0.27 -3.17
N -1.0327 1.0702 1.1091 -1.68 1.05 -0.15
O 0.2950 -0.4678 2.5189 0.52 0.04 1.09
S -0.5405 -0.5632 1.3299 -1.33 0.32 -0.43
I 1.5498 -2.4659 0.1575 0.22 -0.20 -0.23
H 1.1458 1.4674 -0.5494 -0.90 1.60 -1.13
H 1.5976 0.7489 1.0020 0.53 0.73 -0.66
H 2.4083 0.2581 -0.4177 3.03 -0.47 -1.41
H -0.4680 -0.3550 -2.7328 -0.45 -0.41 1.24
H -1.4695 -1.7518 -1.9183 0.98 1.41 0.40
H -1.5780 -0.0402 -1.3329 -1.91 2.14 1.11
H -1.0278 1.5557 2.0136 0.48 -0.52 -0.22
H -2.0085 1.2545 0.7589 1.32 -0.88 0.18
```
Forces are in eV/Å.

## Properties
**Net charge**: 0
**Energy**: -25709.750 eV
**Largest force on an atom**: 4.8 eV Å⁻¹
**ΔE to the lowest compared entry with this formula, charge and spin**: 351.0 kJ/mol
**Orbital gap (spin up / spin down)**: 0.313 / 0.313 Ha